{
  "formula": "C5H7N",
  "method": "wB97M-V/def2-TZVPD",
  "species": ["C", "C", "C", "C", "C", "N", "H", "H", "H", "H", "H", "H", "H"],
  "coordinates": [[1.891, -0.031, -0.110], [0.453, 0.072, 0.220], [-0.378, 1.154, 0.298], [-1.704, 0.674, 0.104], [-1.632, -0.684, -0.067], [-0.315, -1.046, 0.042], [2.400, -0.752, 0.533], [1.912, -0.395, -1.137], [2.366, 0.953, -0.056], [-0.069, 2.184, 0.435], [-2.593, 1.280, 0.086], [-2.380, -1.433, -0.253], [0.050, -1.977, -0.096]],
  "orbital_gap_ev": 8.99,
  "lumo_ev": 1.05,
  "e_above_lowest_kcal_mol": 4.2,
  "smiles": "Cc1ccc[nH]1",
  "energy_ha": -249.46647
}